Molecular formula: C25H34Cl2F3N4
Method: DFT, ωB97M-V/def2-TZVPD

The max |F| is 0.127 hartree/bohr. The calculation puts the HOMO-LUMO gap at 7.2 eV. Its HOMO energy is -0.4058 Eh. As for the electronic energy: -2411.5478 Eh.

```
! RIJCOSX wB97M-V def2-TZVPD def2/J DEFGRID3
* xyz 1 1
C -1.823 -1.383 4.841
C -2.399 -2.513 3.869
C -3.947 -2.845 4.109
C -4.365 -4.153 3.298
C -3.969 -4.145 1.751
C -4.276 -2.776 0.979
C -3.027 -2.433 -0.010
C -2.630 -0.910 0.265
N -1.179 -0.596 0.102
C -0.550 -0.358 -1.045
N -1.290 -0.439 -2.282
C -0.258 -0.121 -3.222
N 0.995 0.137 -2.596
F 2.112 0.494 -3.250
N 0.843 -0.013 -1.236
C 1.857 0.188 -0.181
Cl 2.182 2.020 -0.137
C 3.268 -0.536 -0.463
C 3.373 -1.999 0.202
Cl 4.561 0.471 0.417
H -2.162 -1.519 5.923
H -0.679 -1.448 4.808
H -2.090 -0.345 4.444
H -1.800 -3.466 4.060
H -2.285 -2.256 2.764
H -4.077 -3.062 5.224
H -4.620 -1.944 3.892
H -5.468 -4.405 3.490
H -3.784 -5.026 3.774
H -4.602 -4.965 1.253
H -2.888 -4.471 1.651
H -4.554 -1.902 1.646
H -5.197 -2.976 0.324
H -2.177 -3.175 0.083
H -3.465 -2.477 -1.068
H -3.208 -0.221 -0.442
H -2.909 -0.571 1.325
H -0.619 -0.536 0.966
H -0.522 -0.105 -4.333
H 1.475 -0.160 0.826
H 3.594 -0.548 -1.547
H 2.752 -2.777 -0.345
H 4.465 -2.333 0.189
H 3.074 -1.870 1.301
F 3.008 2.528 4.728
C 2.871 3.726 4.136
C 2.976 3.819 2.758
C 2.829 5.058 2.144
C 2.589 6.191 2.916
C 2.490 6.086 4.300
C 2.626 4.846 4.914
H 3.172 2.927 2.174
H 2.902 5.141 1.064
H 2.479 7.158 2.436
H 2.308 6.970 4.900
H 2.544 4.744 5.989
F 1.647 3.333 -9.072
C 1.635 2.309 -8.211
C 0.964 1.145 -8.548
C 0.956 0.079 -7.656
C 1.610 0.193 -6.432
C 2.277 1.371 -6.102
C 2.295 2.433 -6.998
H 0.454 1.077 -9.502
H 0.440 -0.840 -7.914
H 1.600 -0.639 -5.734
H 2.782 1.460 -5.148
H 2.816 3.353 -6.762
*
```

=====

Molecular formula: C25H34Cl43NO3P
Method: DFT, ωB97M-V/def2-TZVPD

The max |F| is 0.035 hartree/bohr. The calculation puts the HOMO-LUMO gap at 9.0 eV. Its HOMO energy is -0.4325 Eh. As for the electronic energy: -21382.6374 Eh.

```
! RIJCOSX wB97M-V def2-TZVPD def2/J DEFGRID3
* xyz 1 1
C 5.872 -0.984 -0.499
C 4.691 -1.548 -0.736
C 4.266 -2.059 -2.080
C 3.421 -1.038 -2.887
C 1.915 -1.167 -2.489
C 1.567 -1.576 -1.059
O 1.829 -0.517 -0.154
O 0.550 -0.113 0.383
N 1.084 0.072 -2.775
C 1.794 1.353 -2.513
C 0.862 2.529 -2.609
C 1.251 3.726 -2.177
C 2.975 1.355 -3.485
C 4.018 0.381 -2.906
P 5.568 0.306 -3.973
O 6.648 1.012 -2.980
Cl 5.248 1.804 -5.337
H 6.039 -0.298 0.321
H 6.711 -1.209 -1.151
H 3.976 -1.603 0.083
H 3.699 -2.985 -1.982
H 5.168 -2.245 -2.669
H 3.493 -1.393 -3.920
H 1.506 -1.963 -3.114
H 0.492 -1.774 -1.035
H 2.033 -2.515 -0.762
H 0.802 0.186 1.271
H 0.777 0.077 -3.749
H 0.227 0.050 -2.211
H 2.226 1.341 -1.519
H -0.131 2.430 -3.041
H 2.297 4.014 -2.185
H 0.558 4.434 -1.742
H 3.374 2.354 -3.609
H 2.621 0.946 -4.437
H 4.258 0.776 -1.921
H 7.313 0.348 -2.767
C 3.178 -0.786 3.874
Cl 1.410 -0.739 3.692
Cl 3.654 -2.054 4.983
Cl 3.962 -0.990 2.304
H 3.490 0.164 4.287
C -0.147 -4.787 5.126
Cl -1.765 -4.636 4.430
Cl -0.134 -4.321 6.817
Cl 0.461 -6.432 4.927
H 0.511 -4.121 4.583
C -3.995 -1.689 3.383
Cl -4.502 -1.743 1.692
Cl -2.980 -0.274 3.672
Cl -5.391 -1.663 4.454
H -3.428 -2.583 3.591
C -2.043 3.429 2.052
Cl -3.758 3.051 2.013
Cl -1.153 2.253 3.024
Cl -1.381 3.477 0.415
H -1.916 4.406 2.499
C -0.558 -9.731 6.502
Cl 0.755 -10.908 6.472
Cl -2.047 -10.428 5.866
Cl -0.800 -9.094 8.127
H -0.279 -8.904 5.866
C 2.288 -4.543 10.032
Cl 0.993 -3.367 9.770
Cl 2.521 -5.562 8.612
Cl 3.786 -3.727 10.470
H 1.997 -5.180 10.856
C -9.192 0.139 4.350
Cl -8.328 -0.875 5.511
Cl -8.888 -0.409 2.703
Cl -10.917 0.166 4.705
H -8.812 1.147 4.444
C -10.886 -0.877 8.335
Cl -12.564 -0.761 7.814
Cl -10.550 0.259 9.643
Cl -10.482 -2.525 8.812
H -10.259 -0.612 7.494
C 4.022 3.094 -8.751
Cl 4.003 4.733 -9.390
Cl 2.527 2.239 -9.149
Cl 5.421 2.197 -9.346
H 4.093 3.151 -7.673
C 3.280 -6.208 -2.438
Cl 2.198 -4.840 -2.808
Cl 3.376 -7.293 -3.810
Cl 4.875 -5.639 -1.957
H 2.847 -6.743 -1.604
C 3.723 -0.200 -11.903
Cl 1.993 -0.547 -11.841
Cl 4.635 -1.392 -10.975
Cl 4.292 -0.126 -13.567
H 3.884 0.768 -11.447
C 3.471 8.889 -9.971
Cl 4.650 10.147 -9.620
Cl 4.228 7.528 -10.802
Cl 2.667 8.348 -8.495
H 2.719 9.304 -10.628
C -7.687 4.402 4.643
Cl -7.680 6.040 3.990
Cl -9.082 3.503 4.045
Cl -6.178 3.578 4.242
H -7.763 4.469 5.720
C -7.509 8.317 0.832
Cl -8.792 9.473 0.492
Cl -7.170 7.317 -0.581
Cl -6.048 9.143 1.380
H -7.846 7.666 1.627
*
```

=====

Molecular formula: C25H34ClF4N2O2PTi
Method: DFT, ωB97M-V/def2-TZVPD

The expectation value of S² is 2.04. The max |F| is 0.037 hartree/bohr. The calculation puts the HOMO-LUMO gap (alpha / beta) at 6.5 / 7.9 eV. Its HOMO energy (alpha / beta) is -0.2221 / -0.2859 Eh. The energy relative to the best compared isomer or geometry (same formula, charge and spin) comes out at 0.00 kcal/mol. As for the electronic energy: -3283.5481 Eh.

```
! RIJCOSX wB97M-V def2-TZVPD def2/J DEFGRID3
* xyz 0 3
Ti -0.194 0.305 -0.175
C 1.706 0.237 -4.110
C 0.835 0.694 -2.942
N 1.460 0.734 -1.584
C 2.172 2.011 -1.328
C 3.346 2.356 -2.238
C 2.325 -0.429 -1.277
C 1.563 -1.752 -1.379
N 0.189 -1.522 -0.944
C -0.764 -2.485 -1.095
C -2.097 -2.114 -0.868
F -2.315 -0.803 -0.550
C -3.168 -2.961 -0.981
F -4.399 -2.483 -0.742
C -2.986 -4.283 -1.339
C -1.687 -4.682 -1.574
F -1.437 -5.956 -1.917
C -0.605 -3.827 -1.458
F 0.629 -4.336 -1.669
H 1.085 0.230 -5.008
H 2.087 -0.775 -3.975
H 2.551 0.895 -4.297
H -0.027 0.035 -2.890
H 0.449 1.695 -3.130
H 2.508 1.971 -0.294
H 1.430 2.803 -1.387
H 4.042 1.525 -2.369
H 3.901 3.179 -1.785
H 3.017 2.690 -3.222
H 2.675 -0.281 -0.255
H 3.201 -0.480 -1.928
H 2.087 -2.482 -0.757
H 1.600 -2.136 -2.400
H -3.816 -4.968 -1.435
Cl -1.110 7.430 -0.281
C -1.133 5.695 -0.481
C -1.813 5.144 -1.564
C -1.831 3.763 -1.708
C -1.189 2.921 -0.813
O -1.265 1.585 -0.983
C -0.464 3.489 0.281
C 0.295 2.735 1.213
O 0.506 1.412 1.158
C -0.479 4.898 0.422
H -2.323 5.785 -2.271
H -2.374 3.305 -2.526
H 0.779 3.261 2.029
H 0.054 5.349 1.252
C -2.691 -0.555 4.001
C -2.161 -0.296 2.589
P -0.475 -0.951 2.192
C -0.702 -2.745 2.492
C 0.523 -3.574 2.088
C 0.481 -0.344 3.632
C 1.999 -0.383 3.429
H -3.693 -0.137 4.110
H -2.060 -0.097 4.764
H -2.758 -1.623 4.214
H -2.127 0.779 2.393
H -2.845 -0.720 1.851
H -1.564 -3.051 1.892
H -0.957 -2.912 3.540
H 0.801 -3.380 1.050
H 0.322 -4.642 2.184
H 1.387 -3.345 2.713
H 0.186 -0.923 4.509
H 0.159 0.686 3.793
H 2.371 -1.405 3.339
H 2.514 0.079 4.273
H 2.275 0.161 2.526
*
```

=====

Molecular formula: C25H34FeN2O5P
Method: DFT, ωB97M-V/def2-TZVPD

The expectation value of S² is 0.77. The max |F| is 0.016 hartree/bohr. The calculation puts the HOMO-LUMO gap (alpha / beta) at 8.5 / 8.7 eV. Its HOMO energy (alpha / beta) is -0.3087 / -0.3181 Eh. The energy relative to the best compared isomer or geometry (same formula, charge and spin) comes out at 0.00 kcal/mol. As for the electronic energy: -3063.8961 Eh.

```
! RIJCOSX wB97M-V def2-TZVPD def2/J DEFGRID3
* xyz 0 2
Fe -0.084 0.277 -0.390
N 1.578 1.104 0.424
C 1.319 1.524 1.812
C -0.164 1.861 1.922
O -0.565 2.676 2.728
N -0.922 1.222 0.980
C -1.980 2.011 0.375
C -1.358 2.628 -0.890
O -1.726 3.637 -1.438
O -0.318 1.902 -1.327
H 2.491 0.677 0.325
H 1.544 1.917 -0.189
H 1.910 2.389 2.104
H 1.565 0.704 2.485
H -2.329 2.779 1.060
H -2.815 1.367 0.093
O 0.320 -0.487 -2.286
C -0.924 -0.687 -2.363
O -1.634 -0.434 -1.332
C -1.559 -1.231 -3.586
C -2.929 -1.470 -3.609
C -3.515 -1.995 -4.750
C -2.734 -2.279 -5.863
C -1.366 -2.038 -5.839
C -0.776 -1.514 -4.700
H -3.520 -1.238 -2.733
H -4.582 -2.177 -4.775
H -3.195 -2.685 -6.755
H -0.763 -2.253 -6.712
H 0.285 -1.307 -4.665
C -0.729 -4.044 -1.238
C 0.687 -3.666 -0.789
C 1.519 -3.338 -2.039
C 1.365 -4.878 -0.140
P 0.613 -2.164 0.374
C 2.361 -2.093 0.912
C 3.261 -1.551 -0.011
C 4.622 -1.505 0.258
C 5.109 -1.992 1.463
C 4.230 -2.541 2.384
C 2.870 -2.602 2.105
C -0.499 -2.595 1.835
C -1.947 -2.328 1.378
C -0.435 -4.015 2.401
C -0.230 -1.588 2.958
H -0.657 -4.838 -1.987
H -1.256 -3.206 -1.697
H -1.337 -4.427 -0.419
H 1.421 -4.181 -2.728
H 2.579 -3.247 -1.797
H 1.199 -2.433 -2.546
H 1.446 -5.657 -0.904
H 0.810 -5.299 0.693
H 2.377 -4.647 0.195
H 2.892 -1.160 -0.954
H 5.298 -1.083 -0.474
H 6.169 -1.948 1.680
H 4.600 -2.933 3.323
H 2.212 -3.054 2.833
H -2.289 -3.019 0.610
H -2.071 -1.315 0.996
H -2.602 -2.444 2.245
H -0.808 -4.755 1.695
H -1.083 -4.057 3.281
H 0.564 -4.318 2.717
H -0.388 -0.573 2.602
H 0.766 -1.670 3.392
H -0.960 -1.755 3.754
*
```

=====

Molecular formula: C25H34GeN3V
Method: DFT, ωB97M-V/def2-TZVPD

The max |F| is 0.063 hartree/bohr. The calculation puts the HOMO-LUMO gap (alpha / beta) at 4.8 / 4.8 eV. Its HOMO energy (alpha / beta) is -0.7553 / -0.7553 Eh. As for the electronic energy: -4156.5515 Eh.

```
! RIJCOSX wB97M-V def2-TZVPD def2/J DEFGRID3
* xyz 4 1
V 1.901 -0.054 -0.283
C 2.093 2.708 -1.414
C 1.681 1.723 -2.467
C 1.470 2.113 -3.783
C 1.133 1.166 -4.739
C 1.023 -0.184 -4.374
C 1.259 -0.523 -3.066
N 1.556 0.421 -2.120
C 1.330 -1.863 -2.491
C 1.248 -3.068 -3.161
C 1.489 -4.247 -2.456
C 1.836 -4.192 -1.107
C 1.898 -2.960 -0.486
N 1.623 -1.814 -1.165
C 2.361 -2.671 0.867
C 2.785 -3.558 1.822
C 3.335 -3.043 3.007
C 3.420 -1.671 3.193
C 2.945 -0.814 2.211
C 3.013 0.677 2.362
N 2.418 -1.318 1.069
H 3.114 3.051 -1.608
H 2.054 2.300 -0.381
H 1.465 3.600 -1.437
H 1.590 3.157 -4.046
H 0.973 1.460 -5.770
H 0.773 -0.940 -5.106
H 1.026 -3.101 -4.219
H 1.444 -5.203 -2.966
H 2.073 -5.097 -0.562
H 2.716 -4.625 1.659
H 3.710 -3.723 3.764
H 3.860 -1.250 4.089
H 4.031 0.983 2.617
H 2.367 1.017 3.175
H 2.722 1.230 1.442
C -4.195 -0.196 3.679
C -2.822 -0.511 3.113
C -2.853 -0.986 1.669
C -1.482 -1.282 1.058
Ge -0.468 0.390 0.631
C -1.384 1.782 -0.490
C -2.409 2.472 0.419
C -2.928 3.747 -0.278
C -3.925 3.507 -1.396
H -4.119 0.386 4.595
H -4.736 -1.102 3.963
H -4.836 0.324 2.964
H -2.330 -1.259 3.742
H -2.181 0.382 3.194
H -3.417 -0.285 1.047
H -3.409 -1.931 1.611
H -1.588 -1.832 0.120
H -0.865 -1.877 1.737
H -0.008 1.093 1.941
H -1.838 1.314 -1.365
H -0.633 2.499 -0.826
H -1.954 2.748 1.377
H -3.248 1.806 0.621
H -2.102 4.381 -0.611
H -3.419 4.312 0.521
H -3.458 3.342 -2.371
H -4.524 4.406 -1.549
H -4.604 2.681 -1.183
*
```

=====

Molecular formula: C25H34HgN4O3S3Se3
Method: DFT, ωB97M-V/def2-TZVPD

The expectation value of S² is 0.76. The max |F| is 0.010 hartree/bohr. The calculation puts the HOMO-LUMO gap (alpha / beta) at 5.8 / 6.6 eV. Its HOMO energy (alpha / beta) is -0.1329 / -0.1776 Eh. The energy relative to the best compared isomer or geometry (same formula, charge and spin) comes out at 0.00 kcal/mol. As for the electronic energy: -9970.1391 Eh.

```
! RIJCOSX wB97M-V def2-TZVPD def2/J DEFGRID3
* xyz -1 2
Hg -0.168 0.452 -0.275
C 2.778 -0.350 2.858
Se 0.982 0.357 2.678
C 1.474 2.245 2.793
C 0.273 3.091 3.185
Se -1.144 3.172 1.840
C -2.347 1.789 2.498
H 2.690 -1.427 2.728
H 3.167 -0.132 3.851
H 3.427 0.058 2.086
H 1.856 2.555 1.820
H 2.269 2.362 3.534
H 0.577 4.128 3.332
H -0.183 2.743 4.114
H -2.669 2.030 3.509
H -1.915 0.789 2.464
H -3.205 1.810 1.829
O -0.719 -2.562 -2.924
C -0.486 -3.677 -2.091
C 0.729 -3.536 -1.203
C 1.360 -4.679 -0.715
C 2.438 -4.542 0.132
C 2.863 -3.263 0.467
C 2.173 -2.190 -0.061
N 1.131 -2.314 -0.881
H -0.977 -1.849 -2.318
H -0.348 -4.540 -2.745
H -1.341 -3.874 -1.433
H 0.982 -5.656 -0.990
H 2.941 -5.414 0.533
H 3.707 -3.098 1.125
H 2.473 -1.172 0.174
O -1.350 -3.803 0.947
C -1.487 -2.625 1.314
O -0.612 -1.800 1.675
C -2.907 -2.074 1.387
C -3.763 -2.477 2.404
C -5.035 -1.938 2.532
C -5.473 -0.991 1.616
C -4.630 -0.591 0.591
C -3.346 -1.123 0.464
S -2.364 -0.604 -0.916
H -3.413 -3.228 3.103
H -5.687 -2.258 3.337
H -6.466 -0.566 1.697
H -4.962 0.146 -0.132
C -1.914 0.902 -4.314
N -1.740 2.051 -3.445
C -2.594 2.402 -2.419
C -2.050 3.471 -1.806
N -0.869 3.760 -2.464
C 0.043 4.822 -2.097
C -0.698 2.913 -3.503
Se 0.600 2.996 -4.816
H -2.314 1.209 -5.280
H -2.590 0.205 -3.821
H -0.950 0.424 -4.470
H -3.450 1.803 -2.178
H -2.357 4.016 -0.931
H -0.299 5.779 -2.493
H 1.018 4.591 -2.518
H 0.108 4.863 -1.011
S 3.714 1.852 -0.292
C 3.697 1.249 -1.835
N 4.709 1.353 -2.712
C 4.627 0.563 -3.928
C 3.137 0.335 -4.167
S 2.369 0.372 -2.523
H 5.580 1.722 -2.365
H 5.160 -0.386 -3.808
H 5.076 1.112 -4.757
H 2.945 -0.632 -4.626
H 2.687 1.120 -4.774
*
```